1.
{
  "formula": "C23H22HfN7O12S2",
  "method": "the ωB97M-V functional and the def2-TZVPD basis",
  "spin_multiplicity": 1,
  "lumo_ev": -3.7,
  "homo_energy_ev": -11.09,
  "total_charge": 1,
  "largest_force_ha_per_bohr": 0.03078,
  "relative_energy_kcal_mol": 5.3,
  "elements": ["Hf", "O", "C", "O", "C", "C", "N", "N", "C", "C", "O", "O", "H", "H", "H", "O", "C", "O", "C", "C", "C", "N", "C", "C", "C", "O", "O", "H", "H", "H", "S", "C", "C", "N", "C", "H", "H", "H", "C", "C", "S", "O", "O", "C", "C", "N", "C", "N", "C", "C", "N", "O", "O", "C", "H", "H", "H", "H", "H", "H", "H", "H", "H", "H", "H", "H", "H"],
  "positions_angstrom": [[0.0188, 0.0463, -0.1982], [2.2725, -3.5914, 3.9015], [3.2640, -3.0258, 3.2260], [4.4094, -3.3626, 3.3366], [2.9226, -1.9303, 2.2586], [3.9223, -1.2899, 1.5537], [3.3404, -0.4002, 0.7440], [2.0148, -0.4034, 0.8686], [1.7405, -1.3375, 1.7967], [0.2947, -1.5974, 2.1573], [0.0016, -2.4791, 2.9250], [-0.5732, -0.8129, 1.5348], [1.4080, -3.1968, 3.6481], [4.9905, -1.4339, 1.5998], [3.7787, 0.2253, 0.0840], [-4.7136, 5.1423, -1.5793], [-4.3018, 4.0820, -1.9142], [-4.4870, 3.2183, -2.9004], [-3.4423, 2.9278, -1.7118], [-3.8229, 1.8205, -0.8421], [-2.9696, 0.8223, -0.5955], [-1.6611, 0.7771, -1.0784], [-1.2502, 1.9008, -1.8377], [-2.0456, 2.9279, -2.1402], [0.2348, 1.9847, -2.1864], [0.7097, 2.8915, -2.7870], [0.9827, 0.9587, -1.6437], [-4.8212, 1.7941, -0.4254], [-3.2612, -0.0122, 0.0301], [-1.6443, 3.7546, -2.7104], [-1.0863, 3.9260, 2.1617], [0.3220, 4.2487, 1.2565], [0.7927, 3.1080, 0.7113], [0.0449, 1.9779, 1.0127], [-0.9823, 2.2964, 1.7781], [0.7262, 5.2447, 1.1663], [1.6542, 3.0263, 0.0659], [-1.6879, 1.5688, 2.1518], [-2.8685, -7.0564, -5.0277], [-2.4097, -5.6022, -5.0090], [-0.8705, -5.3934, -4.1497], [-1.5730, -5.6341, -2.6855], [-0.5143, -3.9668, -4.2231], [-0.8015, -6.2595, -1.6725], [0.5423, -5.6009, -1.3732], [0.5663, -4.1243, -1.5333], [-0.1579, -3.2433, -0.8252], [0.1868, -1.9855, -1.1442], [1.1800, -2.0859, -2.1075], [1.4128, -3.3821, -2.3297], [2.3244, -3.9017, -3.3287], [3.0954, -3.0920, -3.7892], [2.3177, -5.0930, -3.5503], [-1.2584, -3.6301, 0.0993], [-3.7415, -7.1619, -5.6704], [-3.1421, -7.3936, -4.0285], [-2.0918, -7.7172, -5.4165], [-3.1144, -4.9335, -4.5114], [-2.1979, -5.2199, -6.0089], [-0.6145, -7.3104, -1.8942], [-1.4371, -6.2239, -0.7968], [1.3213, -5.9743, -2.0233], [0.8033, -5.8452, -0.3434], [1.6079, -1.2358, -2.6084], [-0.9155, -4.3021, 0.8875], [-2.0435, -4.1193, -0.4745], [-1.6814, -2.7474, 0.5693]]
}

2.
{
  "formula": "C20H28O13S",
  "method": "the ωB97M-V functional and the def2-TZVPD basis",
  "spin_multiplicity": 1,
  "lumo_ev": 0.5,
  "homo_energy_ev": -10.00,
  "smiles": "C#C[C@]1(O)COS(=O)(=O)O1.O=C1CCCO1.O=C1CCCO1.O=C1CCCO1.O=C1CCCO1",
  "largest_force_ha_per_bohr": 0.01992,
  "elements": ["C", "C", "C", "O", "C", "O", "S", "O", "O", "O", "H", "H", "H", "H", "O", "C", "C", "C", "C", "O", "H", "H", "H", "H", "H", "H", "O", "C", "C", "C", "C", "O", "H", "H", "H", "H", "H", "H", "O", "C", "C", "C", "C", "O", "H", "H", "H", "H", "H", "H", "O", "C", "C", "C", "C", "O", "H", "H", "H", "H", "H", "H"],
  "positions_angstrom": [[0.0325, -4.7235, 0.2949], [-0.1807, -5.7771, 0.8106], [-0.4805, -7.0923, 1.4063], [0.6312, -7.6086, 2.0704], [-1.0576, -8.0686, 0.3269], [-2.3403, -8.4970, 0.7929], [-2.9187, -7.3964, 1.7693], [-3.7057, -8.0146, 2.7617], [-3.4248, -6.3067, 1.0186], [-1.5120, -6.9984, 2.3912], [0.0940, -3.8154, -0.2656], [1.4172, -7.1900, 1.7024], [-1.2039, -7.5136, -0.6048], [-0.3955, -8.9082, 0.1270], [-0.7323, -1.4987, -0.1642], [0.2434, -1.0890, -0.7305], [0.8425, 0.3002, -0.7005], [1.7971, 0.2763, -1.8942], [2.1726, -1.1952, -1.9701], [1.0034, -1.9040, -1.5008], [1.3727, 0.4233, 0.2457], [0.0681, 1.0548, -0.7782], [2.6623, 0.9234, -1.7883], [1.2587, 0.5704, -2.7973], [3.0115, -1.4396, -1.3182], [2.3988, -1.5296, -2.9798], [5.0492, 0.2550, -0.9587], [5.6599, 1.1061, -1.5374], [7.1519, 1.3769, -1.5094], [7.2492, 2.7854, -2.0945], [6.0298, 2.8276, -3.0088], [5.0544, 1.9832, -2.3717], [7.6441, 0.6319, -2.1367], [7.5300, 1.2989, -0.4942], [8.1799, 2.9906, -2.6184], [7.1392, 3.5225, -1.2984], [6.2398, 2.4194, -3.9995], [5.6033, 3.8210, -3.1200], [-0.5474, 4.2111, 1.0686], [-1.0906, 3.2565, 1.5541], [-1.6983, 3.1373, 2.9367], [-1.8667, 1.6248, 3.0974], [-2.0411, 1.1685, 1.6542], [-1.2606, 2.1048, 0.8731], [-2.6557, 3.6498, 2.9290], [-1.0498, 3.5762, 3.6906], [-2.6994, 1.3325, 3.7329], [-0.9540, 1.1942, 3.5134], [-3.0779, 1.2335, 1.3231], [-1.6673, 0.1668, 1.4595], [-5.6544, 2.7334, 1.9102], [-5.2448, 3.4608, 1.0541], [-5.9962, 4.0611, -0.1180], [-4.8677, 4.5351, -1.0337], [-3.7522, 4.8304, -0.0370], [-3.9589, 3.8921, 1.0386], [-6.6031, 4.8875, 0.2553], [-6.6431, 3.3153, -0.5711], [-5.1214, 5.3936, -1.6516], [-4.5650, 3.7206, -1.6930], [-3.8145, 5.8392, 0.3752], [-2.7548, 4.6747, -0.4396]]
}

3.
{
  "formula": "C6H9N",
  "method": "the ωB97M-V functional and the def2-TZVPD basis",
  "spin_multiplicity": 1,
  "lumo_ev": [0.0, -0.3],
  "homo_energy_ev": [-7.78, -7.72],
  "largest_force_ha_per_bohr": 0.05819,
  "relative_energy_kcal_mol": 180.3,
  "elements": ["C", "C", "C", "C", "C", "C", "N", "H", "H", "H", "H", "H", "H", "H", "H", "H"],
  "positions_angstrom": [[-0.7337, -0.9671, 0.0058], [-1.4807, -1.9977, -0.4832], [2.5311, -0.3980, 0.3935], [-0.3024, -0.3642, 1.1918], [-0.3889, 0.4404, -0.0432], [-1.3489, 1.6253, -0.0681], [2.4731, 0.3164, -0.5858], [-1.9282, -1.9679, -1.5257], [-1.6490, -2.9234, 0.0469], [3.4206, -0.7220, 0.8952], [0.4869, -0.5126, 1.9225], [0.6009, 0.6342, -0.5691], [-0.5909, 2.3793, 0.3300], [-2.2177, 1.4191, 0.6725], [-1.8822, 1.9602, -1.0400], [3.0100, 1.0779, -1.1432]]
}

4.
{
  "formula": "C3H7N3",
  "method": "the ωB97M-V functional and the def2-TZVPD basis",
  "spin_multiplicity": 1,
  "lumo_ev": 1.0,
  "homo_energy_ev": -8.76,
  "smiles": "C1=NCCNN1",
  "largest_force_ha_per_bohr": 0.09936,
  "relative_energy_kcal_mol": 95.6,
  "elements": ["C", "N", "C", "C", "N", "N", "H", "H", "H", "H", "H", "H", "H"],
  "positions_angstrom": [[0.8016, -0.6745, -0.6072], [1.4753, 0.0365, 0.2242], [0.6312, 0.9826, 1.0472], [-0.7865, 0.2588, 0.8939], [-1.1747, 0.2863, -0.5799], [-0.4688, -0.8930, -1.0591], [1.3417, -1.2731, -1.2788], [0.4665, 2.1009, 0.9081], [0.8899, 0.7585, 2.2104], [-1.6241, 0.6961, 1.5725], [-1.0219, -0.9694, 1.3277], [-2.1068, 0.1388, -0.6911], [-0.6452, -0.8613, -2.1491]]
}